The following is a quantum chemistry calculation of a structure of composition C8H16NO, from the OMol25 dataset.

Its total charge is +1. As for the energy relative to the best compared isomer or geometry (same formula, charge and spin): 459.4 kJ/mol. The value obtained for the gap between HOMO and LUMO is 9.86 eV.

Each line ends with the natural charge from an NBO analysis.
Cartesian coordinates (Å):
C  -0.3677  2.0521  0.8431  -0.502
C  -0.1957  1.2597  2.1376  -0.379
C  0.1133  1.2752  -0.3525  -0.372
C  -0.2748  -0.2187  1.6437  -0.480
C  -0.7285  2.1441  -1.9187  0.515
C  0.5193  -0.3283  0.4035  -0.028
C  0.7628  -1.2280  -1.9291  -0.390
C  -0.0018  -2.7155  0.0368  -0.408
N  0.0587  -1.3808  -0.5948  -0.336
O  -0.4790  1.8355  -3.0223  -0.459
H  -1.4966  2.2216  0.6617  0.222
H  0.3466  2.8952  0.9816  0.253
H  0.8006  1.3595  2.5427  0.207
H  -0.9128  1.4301  2.9926  0.245
H  1.1484  1.5623  -0.7786  0.213
H  1.5225  -0.2047  0.4822  0.223
H  -0.0787  -0.8114  2.6737  0.261
H  -1.4090  -0.4111  1.4633  0.212
H  -1.1719  3.0573  -1.4838  0.169
H  0.2386  -2.1352  -2.3790  0.224
H  0.4435  -0.2776  -2.2367  0.247
H  1.8574  -1.4455  -1.7302  0.235
H  0.0524  -3.4617  -0.7732  0.234
H  0.9879  -2.8099  0.5909  0.237
H  -0.8950  -2.6127  0.5794  0.237
H  -0.8405  -1.0516  -0.8338  0.420

---

The following is a quantum chemistry calculation of a structure of composition C23H67AlBFN16O30P, from the OMol25 dataset.

Its total charge is -1. The value obtained for the gap between HOMO and LUMO is 4.64 eV.

Each line ends with the Löwdin charge.
Cartesian coordinates (Å):
C  -3.9444  4.1348  -6.7078  -0.118
C  -3.4168  3.0958  -7.7006  -0.241
C  -3.4162  1.6743  -7.1297  -0.284
O  -2.3208  1.4834  -6.2768  -0.250
C  -1.8164  0.1222  -6.1975  -0.247
Al  -1.8272  -0.6569  -4.3131  0.406
P  -3.1687  0.7883  -2.9139  0.608
N  -2.6565  0.7560  -1.3712  -0.419
B  -2.6607  -2.6305  -4.3572  -0.534
O  -3.2591  -3.1006  -5.5633  0.018
N  -2.6359  -3.5896  -3.2468  -0.152
C  -1.4987  -4.5147  -3.3658  -0.089
C  -2.7104  -2.9190  -1.9436  -0.123
C  0.0127  -0.7303  -3.4322  -0.335
F  0.3191  0.4674  -2.6863  -0.161
C  1.1931  -1.0053  -4.3781  -0.237
C  1.9333  -2.3286  -4.0820  -0.111
H  -5.0264  4.0409  -6.6001  0.067
H  -3.7422  5.1397  -7.0927  0.060
H  -3.4606  4.0349  -5.7350  0.067
H  -4.1012  3.0714  -8.5570  0.099
H  -2.4112  3.3385  -8.0500  0.106
H  -3.4379  0.9623  -7.9647  0.111
H  -4.3583  1.5520  -6.5638  0.124
H  -2.3941  -0.5508  -6.8448  0.044
H  -0.8053  0.1386  -6.6356  0.049
H  -3.0940  2.1361  -3.3803  -0.078
H  -4.5406  0.4278  -2.9904  -0.063
H  -3.4119  0.4810  -0.7473  -0.079
H  -2.5903  -3.3474  -6.2250  0.076
H  -1.7937  -5.5219  -3.0511  0.078
H  -1.2204  -4.6113  -4.4224  0.074
H  -0.6345  -4.1668  -2.7926  0.077
H  -2.2049  -1.9423  -1.9107  0.034
H  -2.2565  -3.5355  -1.1641  0.060
H  -3.7619  -2.7757  -1.6851  0.086
H  -0.0231  -1.5282  -2.6796  0.072
H  0.9246  -0.9401  -5.4345  0.079
H  1.9110  -0.2006  -4.1830  0.095
H  1.6662  -2.7242  -3.1006  0.050
H  1.7201  -3.1024  -4.8244  0.065
H  3.0186  -2.1868  -4.0901  0.062
C  2.6413  2.4130  -1.8599  0.047
N  4.0584  2.3135  -2.3078  -0.427
O  4.5002  1.2055  -2.5583  0.062
O  4.6909  3.3541  -2.3981  0.035
H  2.2143  1.4181  -1.8288  0.066
H  2.6410  2.8703  -0.8748  0.090
H  2.1155  3.0353  -2.5781  0.111
C  -1.9982  -1.3147  2.1412  0.053
N  -1.8992  -2.6013  1.4004  -0.430
O  -2.9225  -3.2388  1.2539  0.063
O  -0.8001  -2.9164  0.9729  0.034
H  -3.0273  -1.1749  2.4471  0.057
H  -1.3393  -1.3719  3.0032  0.097
H  -1.6763  -0.5318  1.4563  0.099
C  3.4962  -1.6345  -0.8601  0.046
N  2.9464  -1.2062  0.4569  -0.426
O  2.7238  -2.0697  1.2879  0.054
O  2.7543  -0.0138  0.6224  0.055
H  3.6134  -2.7114  -0.8523  0.080
H  2.7897  -1.3241  -1.6248  0.087
H  4.4508  -1.1366  -0.9952  0.071
C  7.2908  -4.7464  -1.1155  0.040
N  6.1346  -3.9705  -1.6412  -0.426
O  6.2787  -2.7695  -1.7974  0.053
O  5.1118  -4.5894  -1.8711  0.064
H  8.1153  -4.0638  -0.9523  0.078
H  6.9715  -5.2001  -0.1824  0.103
H  7.5407  -5.5072  -1.8495  0.099
C  3.3164  6.0506  -0.4744  0.054
N  2.1095  5.8259  0.3692  -0.436
O  2.1903  6.0708  1.5582  0.073
O  1.1174  5.4076  -0.1998  0.049
H  4.1127  6.4192  0.1611  0.096
H  3.5789  5.0997  -0.9295  0.067
H  3.0479  6.7762  -1.2363  0.103
C  6.9847  -0.4872  1.2039  0.065
N  8.0097  -1.4794  0.7795  -0.430
O  8.9736  -1.0789  0.1537  0.065
O  7.8195  -2.6440  1.0931  0.036
H  7.2928  0.4919  0.8560  0.104
H  6.0394  -0.7818  0.7575  0.086
H  6.9296  -0.5205  2.2871  0.070
C  -6.6078  -1.6552  4.7586  0.049
N  -5.1872  -1.7547  4.3206  -0.424
O  -4.6650  -2.8491  4.2815  0.084
O  -4.6269  -0.7018  4.0338  0.031
H  -6.9732  -2.6459  5.0030  0.100
H  -6.6255  -1.0015  5.6258  0.096
H  -7.1769  -1.2258  3.9420  0.064
C  -9.1423  0.3202  1.2456  0.034
N  -9.4210  -0.8669  2.0931  -0.420
O  -9.1007  -0.8109  3.2730  0.027
O  -9.9510  -1.8231  1.5609  0.073
H  -8.6343  1.0671  1.8479  0.055
H  -8.5082  -0.0191  0.4306  0.110
H  -10.0886  0.6841  0.8624  0.093
C  -5.9609  2.6394  4.4789  0.055
N  -7.3372  2.0849  4.3822  -0.418
O  -7.7767  1.4670  5.3306  0.069
O  -7.9351  2.2829  3.3339  0.027
H  -5.5580  2.3828  5.4513  0.096
H  -5.3762  2.1954  3.6790  0.100
H  -6.0348  3.7148  4.3495  0.100
C  -1.5768  3.9237  0.0690  0.028
N  -2.7988  3.6881  0.8832  -0.446
O  -2.7425  3.9095  2.0904  0.019
O  -3.7579  3.2660  0.2804  0.047
H  -0.7930  4.2856  0.7185  0.064
H  -1.3199  2.9705  -0.3914  0.081
H  -1.8295  4.6573  -0.6907  0.099
C  9.5139  0.1840  5.0669  0.034
N  8.3769  0.9443  4.4735  -0.430
O  8.5234  2.1337  4.2713  0.078
O  7.3619  0.3090  4.2306  0.035
H  10.3356  0.8665  5.2293  0.084
H  9.1640  -0.2432  5.9977  0.087
H  9.7776  -0.5970  4.3585  0.105
C  1.1357  -4.1847  3.4404  0.039
N  1.3871  -5.2660  4.4358  -0.448
O  0.4271  -5.8616  4.8908  0.059
O  2.5501  -5.4830  4.7325  0.045
H  0.0680  -4.1068  3.2751  0.081
H  1.5420  -3.2644  3.8487  0.101
H  1.6527  -4.4527  2.5245  0.098
C  11.6218  -1.2359  9.3279  0.049
N  11.6832  -0.0069  8.4869  -0.432
O  12.2302  0.9738  8.9479  0.084
O  11.1709  -0.0758  7.3800  0.039
H  12.1107  -1.0278  10.2720  0.094
H  10.5733  -1.4804  9.4698  0.102
H  12.1293  -2.0266  8.7836  0.101
C  -8.3589  4.4244  0.0532  0.050
N  -8.4833  3.0807  -0.5776  -0.436
O  -9.5923  2.5666  -0.6181  0.035
O  -7.4636  2.5805  -1.0025  0.083
H  -9.3408  4.7391  0.3869  0.092
H  -7.6693  4.3236  0.8864  0.096
H  -7.9586  5.0983  -0.6983  0.100

---

The following is a quantum chemistry calculation of the ion C4H9N with charge -1, from the OMol25 dataset.

Its total charge is -1. As for the energy relative to the best compared isomer or geometry (same formula, charge and spin): 38.1 kJ/mol. The spin multiplicity is 2. As for the expectation value of S²: 0.750. The value obtained for the gap between HOMO and LUMO (alpha / beta) is 2.89 / 8.13 eV.

Each line ends with the Mulliken spin population.
Cartesian coordinates (Å):
C  0.4540  -0.6965  -1.8057  0.451
N  0.2524  1.4528  0.1743  1.295
C  -0.3059  0.2069  0.3919  1.696
C  -0.4121  -0.7402  -0.5615  -1.236
C  -0.4695  -0.0108  1.8929  1.862
H  -0.2187  -0.7175  -2.6929  0.038
H  1.0342  -1.6110  -1.9188  0.062
H  1.0458  0.1975  -1.9709  -0.410
H  0.5320  1.7767  -0.7353  -0.355
H  0.6284  1.9225  0.9877  -0.758
H  -1.0499  -1.6043  -0.4149  -0.225
H  -1.1256  0.7430  2.3194  -0.407
H  -0.8929  -1.0104  1.9917  -0.542
H  0.5279  0.0914  2.3421  -0.471

---

The following is a quantum chemistry calculation of a structure of composition C42H52F3N6PbS3Si4, from the OMol25 dataset.

Its total charge is +1. As for the energy relative to the best compared isomer or geometry (same formula, charge and spin): 79.0 kJ/mol. The value obtained for the gap between HOMO and LUMO is 7.63 eV.

Each line ends with the Löwdin charge.
Cartesian coordinates (Å):
Pb  -0.3481  -0.1606  1.0466  1.241
N  1.0618  2.1241  2.8496  -0.010
N  1.6253  3.0828  1.9888  -0.138
C  2.5764  2.7639  1.1237  -0.221
N  2.9431  3.8172  0.3753  0.046
S  2.3351  -0.1845  -0.5222  0.350
H  0.0477  2.2367  2.8358  0.007
H  1.4173  2.2671  3.7887  0.085
H  1.1935  4.0059  2.0221  0.135
H  2.5823  4.7606  0.4843  0.096
H  3.6738  3.7052  -0.3019  0.067
S  1.1557  3.2710  -3.4849  1.050
C  1.3922  4.1449  -4.9345  -0.392
C  0.4444  5.1062  -5.1030  -0.171
C  -0.4921  5.1364  -4.0377  -0.114
C  -0.2394  4.1983  -3.0770  -0.480
C  -0.9926  3.9297  -1.8490  -0.193
C  -0.3562  3.3395  -0.7347  -0.107
N  -0.9626  3.0383  0.3871  0.097
C  -2.2793  3.2991  0.4920  -0.162
C  -3.0099  3.9156  -0.5347  -0.131
C  -4.4161  4.1584  -0.3592  -0.012
C  -5.0559  3.7592  0.7586  -0.014
C  -4.3512  3.0693  1.8048  -0.141
C  -4.9988  2.5412  2.9313  0.047
C  -4.2876  1.8209  3.8678  -0.207
C  -2.8953  1.7104  3.6593  -0.106
N  -2.2603  2.2116  2.6271  0.102
C  -2.9685  2.8665  1.6901  -0.176
C  -4.9374  1.1401  4.9918  -0.493
C  -6.2779  0.9639  5.2034  -0.121
C  -6.5638  0.2122  6.3707  -0.174
C  -5.4360  -0.1756  7.0261  -0.403
S  -4.0259  0.3709  6.2354  1.057
C  -2.3320  4.2265  -1.7234  0.054
H  2.2176  3.9071  -5.5848  0.069
H  0.4181  5.7727  -5.9516  0.108
H  -1.3082  5.8419  -3.9754  0.115
H  0.7062  3.1091  -0.7782  0.075
H  -4.9564  4.6586  -1.1532  0.120
H  -6.1183  3.9303  0.8779  0.119
H  -6.0677  2.6838  3.0349  0.125
H  -2.2897  1.1543  4.3699  0.099
H  -7.0425  1.3507  4.5455  0.110
H  -7.5605  -0.0268  6.7090  0.107
H  -5.3608  -0.7435  7.9383  0.070
H  -2.8792  4.6644  -2.5496  0.129
C  -4.8877  -1.1016  2.0954  -0.047
C  -4.7761  -2.2333  2.8898  -0.033
C  -3.5476  -2.8495  3.0315  0.008
C  -2.4317  -2.3290  2.3756  -0.217
N  -2.5529  -1.2128  1.6390  -0.013
C  -3.7402  -0.6210  1.5007  -0.132
C  -1.0761  -2.9386  2.4423  -0.211
C  -0.8746  -4.1535  3.1002  -0.029
C  0.3869  -4.7220  3.1578  -0.068
C  1.4596  -4.0813  2.5563  -0.088
C  1.2560  -2.8781  1.8941  -0.159
C  -0.0026  -2.2889  1.8157  -0.287
H  -5.8314  -0.5944  1.9563  0.114
H  -5.6429  -2.6321  3.4001  0.119
H  -3.4570  -3.7252  3.6548  0.107
H  -3.7577  0.2814  0.8990  0.114
H  -1.6953  -4.6751  3.5731  0.101
H  0.5304  -5.6622  3.6732  0.108
H  2.4486  -4.5216  2.5999  0.109
H  2.1016  -2.3904  1.4234  0.042
F  0.3955  -0.9449  -2.5061  -0.292
C  -1.0113  -0.9742  -1.3122  -0.352
F  -1.4499  -2.1613  -1.6324  0.101
F  -1.7516  -0.1236  -1.9776  0.096
C  5.4685  0.7729  -0.2532  -0.187
Si  4.3120  -0.5601  0.3460  0.246
C  4.8494  -2.2462  -0.2514  -0.204
C  4.0657  -0.4742  2.1897  -0.196
Si  1.9766  -1.4811  -2.1964  0.233
Si  2.9832  -0.6541  -4.1923  0.430
C  3.8848  0.9320  -3.7551  -0.221
C  4.1948  -1.8987  -4.8984  -0.212
C  1.5915  -0.3231  -5.4023  -0.202
Si  1.6288  -3.8278  -2.2583  0.435
C  3.3010  -4.6590  -2.4260  -0.205
C  0.6472  -4.6599  -0.9011  -0.188
C  0.7311  -3.9286  -3.9076  -0.203
H  6.3571  0.8082  0.3796  0.042
H  4.9609  1.7337  -0.1762  0.005
H  5.7858  0.6139  -1.2829  0.018
H  5.8373  -2.5069  0.1337  0.048
H  4.9064  -2.2807  -1.3431  0.023
H  4.1466  -3.0122  0.0850  0.020
H  4.9713  -0.0831  2.6589  0.041
H  3.8428  -1.4473  2.6304  0.027
H  3.2530  0.2161  2.4187  0.003
H  4.8664  0.7068  -3.3355  0.018
H  3.3394  1.5366  -3.0298  -0.024
H  4.0446  1.5306  -4.6558  0.036
H  4.9833  -2.1450  -4.1848  0.026
H  4.6774  -1.4895  -5.7890  0.039
H  3.7001  -2.8252  -5.1930  0.021
H  0.7919  0.2721  -4.9615  0.018
H  1.1580  -1.2491  -5.7831  0.028
H  1.9926  0.2319  -6.2547  0.038
H  3.8633  -4.6333  -1.4924  0.015
H  3.9140  -4.2088  -3.2073  0.014
H  3.1562  -5.7106  -2.6872  0.043
H  1.3008  -4.9589  -0.0802  0.024
H  0.2111  -5.5659  -1.3314  0.043
H  -0.1579  -4.0572  -0.4855  0.013
H  1.3442  -3.5362  -4.7206  0.015
H  -0.2204  -3.3959  -3.9071  0.031
H  0.5268  -4.9790  -4.1301  0.042